Molecular formula: C8H22N2
Method: DFT, ωB97M-V with the def2-TZVPD basis set

The structure (SMILES) is CCN(C)C.CCN(C)C. For the LUMO energy, the calculation gives 1.10 eV. The HOMO energy is -8.58 eV. The calculation puts the HOMO-LUMO gap at 9.68 eV. The value obtained for the energy above the lowest of the compared OMol25 structures with the same formula, charge and spin is 52.5 kJ/mol. As for the multiplicity: 1.

Each line ends with the Mulliken charge.
Positions of all 32 atoms, in Å:
C: -2.4017 -0.4105 1.7700  -1.29
C: -1.6349 -0.0853 3.0456  -0.35
N: -1.6735 -1.1653 4.0311  0.02
C: -0.7744 -0.8507 5.1326  -1.13
C: -3.0215 -1.3588 4.5514  -0.97
H: -2.0629 -1.3803 1.3684  0.27
H: -2.2071 0.3701 1.0155  0.39
H: -3.4889 -0.4641 1.9485  0.36
H: -0.5700 0.0775 2.7906  0.32
H: -2.0227 0.8531 3.4865  0.35
H: -1.0653 0.0765 5.6546  0.39
H: -0.7812 -1.6804 5.8593  0.37
H: 0.2515 -0.7298 4.7461  0.29
H: -3.4217 -0.4365 5.0050  0.37
H: -3.7015 -1.6772 3.7435  0.27
H: -2.9969 -2.1477 5.3219  0.31
C: 1.9860 -1.1714 0.2768  -1.29
C: 1.8055 -2.3897 1.1734  -0.34
N: 2.4826 -2.2600 2.4633  0.02
C: 2.1122 -3.3768 3.3213  -1.12
C: 3.9313 -2.2392 2.3005  -0.97
H: 1.7048 -0.2581 0.8277  0.27
H: 1.3317 -1.2651 -0.6062  0.39
H: 3.0287 -1.0675 -0.0674  0.36
H: 0.7273 -2.5177 1.3894  0.32
H: 2.1530 -3.2982 0.6450  0.35
H: 2.4123 -4.3477 2.8925  0.39
H: 2.5991 -3.2607 4.3042  0.37
H: 1.0190 -3.3800 3.4684  0.29
H: 4.2985 -3.1424 1.7847  0.37
H: 4.2384 -1.3531 1.7198  0.27
H: 4.4017 -2.1873 3.2968  0.31

Molecular formula: C8H22N4O10
Method: DFT, ωB97M-V with the def2-TZVPD basis set

For the LUMO energy (spin up / spin down), the calculation gives 2.38 / 2.38 eV. As for the charge: -1. As for the expectation value of S²: 0.75. The HOMO energy (spin up / spin down) is -0.69 / -4.17 eV. The calculation puts the HOMO-LUMO gap (spin up / spin down) at 3.07 / 6.55 eV. As for the multiplicity: 2.

Each line ends with the Mulliken charge.
Positions of all 44 atoms, in Å:
C: 0.5610 1.5891 -5.7820  -0.74
N: -0.5839 0.5866 -5.9678  0.97
O: -0.3327 -0.6019 -6.0487  -0.54
O: -1.6827 1.0136 -6.0222  -0.56
H: 0.1977 2.1794 -4.9408  0.30
H: 0.7008 2.2473 -6.6396  0.29
H: 1.4854 1.1549 -5.4011  0.29
C: -0.1267 -1.8483 -2.8349  -0.66
N: -0.3801 -0.5372 -2.2222  0.85
O: 0.0231 0.4232 -2.8225  -0.57
O: -0.7617 -0.5676 -1.0829  -0.45
H: -0.3409 -2.7715 -2.2964  0.21
H: 0.9623 -1.8954 -2.8392  0.30
H: -0.5815 -1.9618 -3.8189  0.27
C: 1.3661 -0.4972 1.0186  -0.52
N: 1.8025 -0.6743 2.4086  1.00
O: 1.4260 -1.6772 3.0676  -0.55
O: 2.5213 0.2080 2.8925  -0.60
H: 2.2581 -0.4027 0.3993  0.25
H: 0.8786 0.4741 1.1029  0.03
H: 0.6930 -1.3359 0.8412  0.37
C: -1.0720 -5.9042 0.9370  -0.87
N: -0.9756 -4.8024 -0.0651  0.63
O: -1.5334 -4.9422 -1.1370  -0.82
O: -0.2930 -3.7612 0.1696  -0.71
H: -0.0766 -6.3002 1.1381  0.26
H: -1.6264 -6.6933 0.4290  0.31
H: -1.4824 -5.6119 1.9035  0.24
C: 1.7144 3.7012 1.8520  -0.52
O: 0.8476 4.4148 2.7782  -0.41
C: 0.2315 3.6021 3.7955  -0.64
C: -0.9944 2.7621 3.4237  -0.49
O: -0.6591 1.8302 2.3580  -0.11
C: -1.8078 1.0157 2.1356  -0.75
H: 1.1878 2.9508 1.2624  0.16
H: 2.4231 3.0908 2.4116  0.25
H: 2.3247 4.3915 1.2696  0.31
H: 0.0375 4.3155 4.5964  0.34
H: 0.9766 2.8852 4.1407  0.32
H: -1.7527 3.4164 2.9936  0.36
H: -1.3941 2.2532 4.3009  0.38
H: -2.7472 1.5651 2.0752  0.35
H: -1.7699 0.3146 2.9694  0.37
H: -1.6442 0.4010 1.2504  0.11

Molecular formula: C8H22O5S3Tl
Method: DFT, ωB97M-V with the def2-TZVPD basis set

For the LUMO energy, the calculation gives -6.85 eV. As for the charge: +1. The HOMO energy is -11.52 eV. The calculation puts the HOMO-LUMO gap at 4.67 eV. The value obtained for the energy above the lowest of the compared OMol25 structures with the same formula, charge and spin is 0.0 kJ/mol. As for the multiplicity: 1.

Each line ends with the Mulliken charge.
Positions of all 39 atoms, in Å:
Tl: 0.1656 0.0465 -1.1211  1.00
O: 1.2517 2.8884 -1.1632  -0.38
C: 2.2607 2.9979 -0.1392  -0.34
C: 2.1459 2.1231 1.2481  -0.15
O: 1.6893 0.8105 1.3265  -0.32
H: 2.5865 4.0214 0.0461  0.38
H: 3.1208 2.5593 -0.6453  0.27
H: 1.4472 2.7280 1.8261  0.12
H: 2.9971 2.2224 1.9217  0.41
C: 1.4036 -3.6161 2.6193  -1.07
S: -0.1491 -2.7340 2.2666  0.58
O: 0.1409 -1.9962 0.9696  -0.54
C: -1.2814 -4.0909 1.8557  -0.92
H: 1.2898 -4.3587 3.4091  0.40
H: 2.1162 -2.8241 2.8495  0.32
H: 1.8880 -4.0592 1.7491  0.33
H: -0.8545 -5.0331 2.1996  0.35
H: -1.4638 -4.1281 0.7818  0.28
H: -2.2221 -3.7981 2.3222  0.30
C: -1.3561 2.3900 3.0751  -0.83
S: -2.3400 1.1869 2.1313  0.30
O: -1.4784 0.7003 0.9296  -0.46
C: -2.0241 0.0097 3.5190  -0.79
H: -1.7097 2.7222 4.0511  0.42
H: -1.2521 3.2428 2.4043  0.38
H: -0.3558 1.9827 3.2222  0.09
H: -2.8062 0.2971 4.2219  0.47
H: -1.0333 -0.1326 3.9504  0.34
H: -2.2240 -0.9070 2.9643  0.03
C: -0.5269 -0.9425 -5.3754  -0.85
S: -0.9634 0.7470 -5.0062  0.43
O: -0.7166 0.9938 -3.5402  -0.57
C: 0.2731 1.7321 -5.9744  -0.94
H: -0.7924 -0.9592 -6.4324  0.37
H: -1.1964 -1.5320 -4.7489  0.30
H: 0.5352 -1.1526 -5.2489  0.28
H: -0.0342 1.5611 -7.0061  0.38
H: 1.2688 1.4882 -5.6042  0.27
H: 0.1999 2.8130 -5.8543  0.34

Molecular formula: C8H22O6
Method: DFT, ωB97M-V with the def2-TZVPD basis set

For the LUMO energy (spin up / spin down), the calculation gives -4.73 / -8.36 eV. As for the charge: +1. As for the expectation value of S²: 0.77. The HOMO energy (spin up / spin down) is -14.38 / -14.37 eV. The calculation puts the HOMO-LUMO gap (spin up / spin down) at 9.65 / 6.01 eV. As for the multiplicity: 2.

Each line ends with the Mulliken charge.
Positions of all 36 atoms, in Å:
C: -1.2030 -0.9766 -3.0201  -0.95
C: 0.3151 -1.1070 -2.6886  -0.72
C: 0.3852 -1.1396 -1.2201  0.79
C: 0.7552 0.0253 -0.5072  -0.87
C: 0.8108 0.0464 0.8537  0.26
C: 0.8004 -1.2015 1.6027  -0.26
C: 0.2697 -2.2980 0.9319  -0.82
C: -0.1097 -2.2138 -0.3919  -0.45
H: -1.5598 -0.0053 -2.6792  0.22
H: -1.2650 -1.0228 -4.1078  0.40
H: -1.7927 -1.7787 -2.5832  0.37
H: 0.7563 -2.0069 -3.1289  0.37
H: 0.8911 -0.3152 -3.1619  0.40
H: 0.6907 0.9555 -1.0615  0.34
H: 1.0667 0.8667 1.5196  0.30
H: 1.1301 -1.3016 2.6196  0.49
H: 0.2574 -3.2877 1.3633  0.48
H: -0.6588 -3.0227 -0.8546  0.52
H: 3.0335 -2.1376 -0.5026  0.30
H: 3.8477 -1.2972 0.4248  0.34
O: 3.8163 -2.1913 0.0603  -0.60
H: -0.0857 2.4987 0.0904  0.33
H: -1.1890 1.4123 0.1445  0.26
O: -0.8939 2.2419 0.5449  -0.57
H: -0.8351 3.7853 -1.9448  0.30
H: -2.0271 2.9143 -1.4807  0.33
O: -1.4240 3.0718 -2.2142  -0.62
H: -3.2715 -0.1122 -0.1442  0.27
H: -2.8693 -0.3292 1.3191  0.27
O: -2.6370 0.1677 0.5267  -0.55
H: 2.2199 0.7204 3.3952  0.33
H: 1.3491 2.1328 3.4353  0.40
O: 2.1949 1.6781 3.3994  -0.63
H: -1.3406 2.2485 2.8410  0.38
H: -0.5498 1.1367 3.0186  0.27
O: -0.8779 1.8428 3.6003  -0.67

Molecular formula: C8H23B2NO6P
Method: DFT, ωB97M-V with the def2-TZVPD basis set

For the LUMO energy, the calculation gives -4.58 eV. As for the charge: +1. The HOMO energy is -12.83 eV. The calculation puts the HOMO-LUMO gap at 8.25 eV. As for the multiplicity: 1.

Each line ends with the Mulliken charge.
Positions of all 41 atoms, in Å:
C: -1.4263 -0.4256 -1.4698  -0.98
C: -1.4169 -1.8792 -2.0678  -0.02
O: -2.1514 -2.8560 -1.3031  -0.47
B: -1.6123 -3.0941 -0.0400  0.74
O: -2.2365 -2.4900 1.0764  -0.46
P: -0.1067 -4.2388 0.3426  -0.03
B: 1.4497 -3.9472 -0.7625  0.55
O: 1.4235 -4.4631 -2.0540  -0.59
N: 2.5996 -3.1765 -0.2639  -0.04
C: 2.0795 -1.8397 0.1739  -0.79
C: 3.2166 -3.9246 0.8698  -0.95
H: -0.3803 -0.0933 -1.2739  0.27
H: -2.0781 -0.2857 -0.5859  0.24
H: -1.8156 0.2667 -2.2515  0.37
H: -1.9192 -1.8264 -3.0592  0.33
H: -0.3665 -2.1903 -2.3006  0.11
H: -1.9483 -1.5722 1.1649  0.30
H: 0.2853 -3.9586 1.6891  0.19
H: -0.4598 -5.6217 0.2500  0.23
H: 2.0055 -3.9520 -2.6318  0.36
H: 1.6818 -1.8824 1.2226  0.33
H: 2.8694 -1.0660 0.1342  0.34
H: 1.2188 -1.5893 -0.4979  0.05
H: 3.0678 -3.4184 1.8499  0.34
H: 2.7933 -4.9588 0.9414  0.32
H: 4.3110 -3.9864 0.6998  0.29
C: 0.2091 6.5090 -0.1860  -1.11
C: 0.2040 5.1246 -0.8020  -0.16
O: 0.1735 4.0978 0.2022  -0.34
C: -1.0033 3.9207 0.8037  0.74
O: -2.0159 4.5212 0.5777  -0.53
O: -0.8524 2.9626 1.7292  -0.33
C: -2.0173 2.7470 2.5269  -0.66
H: 1.0331 6.6088 0.5228  0.30
H: 0.3106 7.2720 -0.9581  0.36
H: -0.7117 6.7024 0.3652  0.32
H: 1.1261 4.9740 -1.3635  0.28
H: -0.6254 4.9961 -1.5005  0.31
H: -2.8889 2.5398 1.9061  0.31
H: -2.1998 3.6119 3.1642  0.31
H: -1.8255 1.8820 3.1598  0.21

Molecular formula: C8H23Cl2LuO2P2
Method: DFT, ωB97M-V with the def2-TZVPD basis set

For the LUMO energy (spin up / spin down), the calculation gives -10.60 / -11.37 eV. As for the charge: +2. The HOMO energy (spin up / spin down) is -15.79 / -15.65 eV. The calculation puts the HOMO-LUMO gap (spin up / spin down) at 5.19 / 4.28 eV. The value obtained for the energy above the lowest of the compared OMol25 structures with the same formula, charge and spin is 377.9 kJ/mol. As for the multiplicity: 1.

Each line ends with the Mulliken charge.
Positions of all 38 atoms, in Å:
C: 0.8576 -3.0111 -0.7668  -0.67
C: 0.9379 -2.0704 0.3790  0.69
H: 0.9527 -4.0517 -0.3754  0.41
H: 1.6510 -2.7294 -1.5092  0.27
H: -0.1320 -2.9058 -1.2963  0.15
O: 1.4052 -2.0603 1.4840  -0.19
Cl: -0.0104 -0.3648 -2.5631  -0.44
Lu: -0.1203 0.2647 -0.1746  0.50
P: 2.3671 0.9773 -0.3926  0.77
C: 3.1183 1.3563 1.2041  -1.19
C: 3.3765 -0.1914 -1.3247  -1.01
H: 4.3025 0.3712 -1.5062  0.48
H: 3.1646 2.7731 -1.6864  0.44
H: 2.8325 -0.4600 -2.2490  0.27
H: 1.4735 2.3260 -2.1983  0.39
H: 3.1424 0.4324 1.8104  0.34
H: 3.5203 -1.0952 -0.7061  0.33
C: 2.1559 2.5122 -1.3498  -1.19
H: 4.1209 1.7092 0.9364  0.44
H: 1.7004 3.2840 -0.7080  0.43
H: 2.5363 2.1428 1.7201  0.39
P: -2.4746 -0.8242 0.1121  0.96
C: -2.9557 -0.7298 1.8515  -1.33
C: -3.4855 0.3742 -0.8118  -1.31
H: -2.3841 -2.4848 -1.5971  0.30
H: -3.7925 -2.6380 -0.4011  0.47
H: -2.0819 -3.1711 0.0578  0.35
C: -2.7122 -2.4857 -0.5394  -1.12
H: -2.9554 0.6783 -1.7324  0.42
H: -4.4222 -0.1413 -1.0433  0.43
H: -3.9892 -1.0883 1.8480  0.45
H: -2.9036 0.3122 2.2150  0.36
H: -3.6267 1.2763 -0.1969  0.42
H: -2.3010 -1.3875 2.4488  0.37
Cl: -1.0531 2.5110 -0.2365  -0.42
O: 0.1008 0.4838 2.2974  -0.62
H: -0.8230 0.6764 2.5600  0.32
H: 0.5338 1.3589 2.3050  0.34